No. 1
The following is a quantum chemistry calculation of an isolated molecule of C6H7NO, from the Open Molecules 2025 dataset.

## Properties
**F_max**: 2.5 eV/A
**E_LUMO**: 0.52 eV
**HOMO**: -8.4 eV
**ΔE to the lowest compared entry with this formula, charge and spin**: 1.505 eV
**Gap between HOMO and LUMO**: 8.91 eV
**Calculated total energy**: -362.75816 hartree

Geometry as ORCA input:
```
! wB97M-V def2-TZVPD RIJCOSX def2/J DEFGRID3
* xyz 0 1
C 2.1049 -0.4627 -0.0937
C 0.6222 -0.2429 -0.0283
C -0.3179 -1.1948 -0.3208
C -1.6613 -0.8629 -0.2627
C -2.0064 0.4536 0.0923
C -1.0344 1.3585 0.3418
N 0.3140 1.0864 0.2470
O 1.2232 1.9581 0.5512
H 2.5127 0.3338 -0.7294
H 2.3947 -1.4275 -0.5329
H 2.5038 -0.3731 0.9198
H 0.0144 -2.2120 -0.4582
H -2.3885 -1.5762 -0.6336
H -3.0332 0.7731 0.2580
H -1.2482 2.3885 0.6493
*
```

Results of the Mulliken charge analysis, in e, for atoms 1 through 8: -1.252, 0.696, -0.572, -0.329, -0.506, -0.271, 0.509, -0.676


No. 2
The following is a quantum chemistry calculation of an isolated molecule of C6H7NO, from the Open Molecules 2025 dataset.

## Properties
**F_max**: 4.2 eV/A
**E_LUMO**: 0.98 eV
**HOMO**: -7.6 eV
**ΔE to the lowest compared entry with this formula, charge and spin**: 3.673 eV
**Gap between HOMO and LUMO**: 8.54 eV
**Calculated total energy**: -362.67849 hartree

Geometry as ORCA input:
```
! wB97M-V def2-TZVPD RIJCOSX def2/J DEFGRID3
* xyz 0 1
O -2.6916 -0.2235 0.2952
C -1.4198 0.0672 0.0585
C -0.6087 1.2881 -0.0732
C 0.6996 0.7846 -0.3459
N 0.6217 -0.5909 -0.4969
C -0.6613 -1.0492 -0.3041
C 2.0166 -0.8677 0.3541
C 2.0976 0.7502 0.1613
H -3.1346 0.5702 0.1235
H -1.0360 2.3296 0.0159
H -0.8685 -2.1534 -0.1067
H 2.7829 -1.6232 -0.2362
H 1.7083 -1.3890 1.3577
H 2.0350 1.1757 1.3171
H 2.9501 1.1745 -0.4581
*
```

Results of the Mulliken charge analysis, in e, for atoms 1 through 8: -0.491, 0.788, -0.724, 0.007, -0.001, -0.662, -0.459, -0.308


No. 3
The following is a quantum chemistry calculation of a cluster of 2 separate species, C6H7NO in total, from the Open Molecules 2025 dataset.

## Properties
**F_max**: 3.9 eV/A
**E_LUMO**: -0.47 eV
**HOMO**: -8.8 eV
**ΔE to the lowest compared entry with this formula, charge and spin**: 5.238 eV
**Gap between HOMO and LUMO**: 8.38 eV
**Calculated total energy**: -362.62098 hartree

Geometry as ORCA input:
```
! wB97M-V def2-TZVPD RIJCOSX def2/J DEFGRID3
* xyz 0 1
C -1.7436 -1.9805 -0.8382
C -0.9571 -1.1197 -0.2053
C -0.9510 -0.5901 1.0321
N -1.3415 -0.0019 2.0169
H -1.8886 -1.9166 -1.9094
H -2.3727 -2.6887 -0.3144
H -1.0482 0.9593 2.1718
C 2.2995 0.9552 0.4551
C 0.9983 1.1069 0.1936
C 0.2567 0.4409 -1.0473
O -0.5144 1.2061 -1.6566
H 2.8886 0.1835 -0.0238
H 2.8583 1.6185 1.1014
H 0.4770 1.9675 0.6026
H 1.0387 -0.1403 -1.5785
*
```

Results of the Mulliken charge analysis, in e, for atoms 1 through 8: -0.615, 0.024, 0.414, -0.456, 0.271, 0.282, 0.336, -0.798


No. 4
The following is a quantum chemistry calculation of a structure of composition C6H7NO2, from the Open Molecules 2025 dataset.

## Properties
**F_max**: 8.3 eV/A
**E_LUMO**: 0.76 eV
**HOMO**: -8.8 eV
**ΔE to the lowest compared entry with this formula, charge and spin**: 2.232 eV
**Gap between HOMO and LUMO**: 9.61 eV
**Calculated total energy**: -437.98574 hartree

Geometry as ORCA input:
```
! wB97M-V def2-TZVPD RIJCOSX def2/J DEFGRID3
* xyz 0 1
C -1.2025 0.2087 2.7870
C -0.3438 0.5138 1.5920
C 0.1484 -0.2639 -0.7554
C 1.1386 -1.0596 -1.2697
C 1.3353 -0.3375 -2.5852
C 0.5429 0.6406 -2.5964
H -2.2807 0.4323 2.5605
H -0.9811 1.3096 3.5344
H -0.9056 -0.8269 3.2662
H -0.9766 -1.3216 0.6726
H 1.5902 -1.8896 -0.7664
H 2.0647 -0.6309 -3.4138
H 0.2889 1.3504 -3.5278
N -0.4754 -0.4106 0.5308
O 0.2582 1.5245 1.4473
O -0.2015 0.7609 -1.4763
*
```

Results of the Mulliken charge analysis, in e, for atoms 1 through 8: -0.936, 0.566, 0.419, -0.582, -0.232, -0.377, 0.284, 0.249


No. 5
The following is a quantum chemistry calculation of an isolated molecule of C6H7NO3, from the Open Molecules 2025 dataset.

## Properties
**F_max**: 4.8 eV/A
**E_LUMO**: 0.75 eV
**HOMO**: -10.2 eV
**ΔE to the lowest compared entry with this formula, charge and spin**: 2.479 eV
**Gap between HOMO and LUMO**: 10.92 eV
**Calculated total energy**: -513.22203 hartree

Geometry as ORCA input:
```
! wB97M-V def2-TZVPD RIJCOSX def2/J DEFGRID3
* xyz 0 1
H 3.4345 -0.6194 -0.0300
N 2.4981 -0.8191 -0.6111
C 1.7198 0.0327 -0.1158
O 2.4130 0.7586 0.9634
C 0.2278 -0.0075 -0.0901
C -0.4935 0.4895 -1.3409
C -1.6923 0.8803 -0.9015
C -1.6619 0.5883 0.5922
O -1.7542 -0.8355 0.7397
C -0.4892 -1.3309 0.3075
O -0.3156 0.8442 0.9253
H 1.7214 1.1627 1.5076
H -0.1199 0.3773 -2.3566
H -2.5545 1.2342 -1.4621
H -2.3646 1.0865 1.2634
H -0.5967 -2.0243 -0.5353
H 0.0278 -1.8177 1.1442
*
```

Results of the Mulliken charge analysis, in e, for atoms 1 through 8: 0.333, -0.662, -0.077, -0.595, 1.414, -0.751, -0.586, 0.145


No. 6
The following is a quantum chemistry calculation of a cluster of 2 separate species, C6H7NO3 in total, from the Open Molecules 2025 dataset.

## Properties
**F_max**: 4.5 eV/A
**E_LUMO**: 0.58 eV
**HOMO**: -10.3 eV
**ΔE to the lowest compared entry with this formula, charge and spin**: 4.486 eV
**Gap between HOMO and LUMO**: 10.93 eV
**Calculated total energy**: -513.14827 hartree

Geometry as ORCA input:
```
! wB97M-V def2-TZVPD RIJCOSX def2/J DEFGRID3
* xyz 0 1
N -2.0404 -1.6046 0.3910
C -1.1752 -0.7998 0.4002
C -0.2350 0.1729 -0.1439
C -0.0599 1.5176 0.5542
O 0.9182 2.1272 -0.2986
C 1.1616 1.1680 -1.2793
C 1.1756 -0.2614 -0.6734
O 0.5981 -0.7936 -1.8933
C -0.1462 0.4352 -1.6843
H -0.9798 2.1163 0.5628
H 0.3345 1.4233 1.5743
H 1.8983 1.4827 -2.0224
H 1.9582 -0.8253 -0.1574
H -0.9477 0.7047 -2.3781
O -0.8421 -2.1083 2.6943
H 0.0284 -2.2945 2.3120
H -1.6467 -2.4602 2.0420
*
```

Results of the Mulliken charge analysis, in e, for atoms 1 through 8: -0.669, -0.061, 0.972, -0.709, -0.444, -0.231, -0.216, -0.516


No. 7
The following is a quantum chemistry calculation of a cluster of 2 separate species, C6H7NO3 in total, from the Open Molecules 2025 dataset.

## Properties
**F_max**: 2.4 eV/A
**E_LUMO**: 0.63 eV
**HOMO**: -10.5 eV
**ΔE to the lowest compared entry with this formula, charge and spin**: 3.976 eV
**Gap between HOMO and LUMO**: 11.18 eV
**Calculated total energy**: -513.16699 hartree

Geometry as ORCA input:
```
! wB97M-V def2-TZVPD RIJCOSX def2/J DEFGRID3
* xyz 0 1
C -0.9117 -1.5743 -1.0981
C -1.0017 -0.5301 -0.0439
O -0.2026 -0.6276 1.1366
C -0.0725 0.5612 0.3612
C 1.2324 0.9097 -0.1530
N 2.1168 1.3280 -0.7876
C -1.2568 1.4633 0.6863
O -2.0513 1.5491 -0.4837
C -2.1759 0.3788 0.3105
H 0.1332 -1.8413 -1.2971
H -1.4578 -2.4720 -0.7778
H -1.3713 -1.1976 -2.0204
H -1.3425 2.2328 1.4511
H -3.1523 0.1136 0.7140
O 4.0291 -0.4249 0.6113
H 3.9544 0.3596 -0.0274
H 3.5306 -0.2283 1.4180
*
```

Results of the Mulliken charge analysis, in e, for atoms 1 through 8: -1.195, 0.824, -0.509, 0.757, -0.065, -0.506, -0.227, -0.394


No. 8
The following is a quantum chemistry calculation of an isolated molecule of C6H7NO3S, from the Open Molecules 2025 dataset.

## Properties
**F_max**: 7.0 eV/A
**E_LUMO (spin up / spin down)**: -1.13 / -1.13 eV
**HOMO (spin up / spin down)**: -8.7 / -8.7 eV
**ΔE to the lowest compared entry with this formula, charge and spin**: 6.149 eV
**Gap between HOMO and LUMO (spin up / spin down)**: 7.59 / 7.59 eV
**Calculated total energy**: -911.22743 hartree

Geometry as ORCA input:
```
! wB97M-V def2-TZVPD RIJCOSX def2/J DEFGRID3
* xyz 0 1
C 2.3703 -1.7075 -0.1060
C 1.4751 -2.7818 -0.0643
C 2.0475 -0.4053 0.2024
C 0.0567 -0.6810 0.6702
C -1.2237 0.9428 -0.6462
C -0.9529 0.4176 0.7622
N 2.5522 0.8906 0.1736
O 1.8729 1.8692 0.3842
O 3.7425 1.0039 -0.1225
O -0.5835 1.5233 1.6696
S -0.0934 -2.2344 0.4533
H 3.2903 -1.8047 -0.6436
H 1.4984 -3.7528 -0.4018
H -1.6819 0.1081 -1.2368
H -0.2286 1.1604 -1.2094
H -1.7582 1.8487 -0.6157
H -1.8239 -0.0388 1.1617
H 0.1811 2.1063 1.4520
*
```

Results of the Mulliken charge analysis, in e, for atoms 1 through 8: -0.365, -0.529, 0.057, 0.115, -1.074, 0.112, 0.966, -0.657


No. 9
The following is a quantum chemistry calculation of a structure of composition C6H7NOPtS3Sb, from the Open Molecules 2025 dataset.

## Properties
**F_max**: 0.1 eV/A
**<S²>**: 3.78
**E_LUMO (spin up / spin down)**: -0.32 / -2.27 eV
**HOMO (spin up / spin down)**: -7.2 / -8.0 eV
**ΔE to the lowest compared entry with this formula, charge and spin**: 0.000 eV
**Gap between HOMO and LUMO (spin up / spin down)**: 6.88 / 5.68 eV
**Calculated total energy**: -1916.93752 hartree

Geometry as ORCA input:
```
! wB97M-V def2-TZVPD RIJCOSX def2/J DEFGRID3
* xyz 0 4
Pt 1.2871 0.9569 1.1011
O -0.2747 2.4102 -0.9342
C -0.1797 1.2187 -1.6989
C -0.8377 0.1025 -0.9363
C -1.8852 -0.6230 -1.4738
C -2.4464 -1.6575 -0.7409
C -1.9441 -1.9358 0.5169
C -0.8917 -1.1747 0.9915
N -0.3491 -0.1806 0.2835
H 0.5050 2.9519 -1.0946
H 0.8641 0.9462 -1.8817
H -0.6828 1.3391 -2.6616
H -2.2593 -0.3683 -2.4556
H -3.2669 -2.2335 -1.1478
H -2.3482 -2.7304 1.1270
H -0.4482 -1.3601 1.9614
S 6.0070 0.1977 2.0367
Sb 4.0077 0.6334 2.9693
S 2.2633 -0.8756 2.3990
S 2.8797 2.3829 1.6389
*
```

Results of the Mulliken charge analysis, in e, for atoms 1 through 8: 0.418, -0.524, -0.834, 0.897, -0.705, -0.208, -0.757, 0.055


No. 10
The following is a quantum chemistry calculation of a cluster of 2 separate species, C6H7NS in total, from the Open Molecules 2025 dataset.

## Properties
**F_max**: 11.8 eV/A
**E_LUMO**: -1.07 eV
**HOMO**: -8.1 eV
**ΔE to the lowest compared entry with this formula, charge and spin**: 7.612 eV
**Gap between HOMO and LUMO**: 7.08 eV
**Calculated total energy**: -685.49013 hartree

Geometry as ORCA input:
```
! wB97M-V def2-TZVPD RIJCOSX def2/J DEFGRID3
* xyz 0 1
C -1.7797 0.3050 -0.3616
C -0.5596 -0.5978 -0.2204
C -0.8477 -1.8835 0.3533
C 0.7183 -0.0130 -0.3232
C 0.8498 1.4934 -0.1601
C 0.5329 2.7764 0.2573
H -2.6510 -0.5133 -0.6419
H -1.7633 1.1081 -1.1950
H -2.0535 0.8959 0.5033
H -1.8527 -2.2697 0.4225
H -0.0955 -2.5866 0.4720
H 4.0687 -1.4515 0.8905
H 0.4927 3.8052 0.5328
N 1.7481 -0.8637 -0.3666
S 3.1925 -0.2049 -0.1627
*
```

Results of the Mulliken charge analysis, in e, for atoms 1 through 8: -1.230, 0.862, -1.045, 0.625, -0.402, -0.395, 0.302, 0.334


No. 11
The following is a quantum chemistry calculation of an isolated molecule of C6H7NS, from the Open Molecules 2025 dataset.

## Properties
**F_max**: 7.0 eV/A
**E_LUMO**: -0.60 eV
**HOMO**: -8.4 eV
**ΔE to the lowest compared entry with this formula, charge and spin**: 2.877 eV
**Gap between HOMO and LUMO**: 7.84 eV
**Calculated total energy**: -685.66415 hartree

Geometry as ORCA input:
```
! wB97M-V def2-TZVPD RIJCOSX def2/J DEFGRID3
* xyz 0 1
C -3.4585 0.0911 0.3726
C -2.3426 -0.7721 -0.0910
C -1.1424 -0.3366 -0.1108
C -0.7316 1.0566 -0.1318
C 0.5951 1.2415 -0.2450
C 1.2724 -0.0303 0.0364
S 2.9240 -0.1877 0.1754
N 0.2406 -0.9257 -0.2742
H -3.2012 1.2374 0.0308
H -4.3400 -0.0779 -0.3688
H -3.7269 0.2683 1.4050
H -2.5466 -1.8510 -0.5792
H -1.2858 2.0954 -0.2808
H 1.2058 2.1699 -0.1246
H 0.2723 -1.8602 0.0475
*
```

Results of the Mulliken charge analysis, in e, for atoms 1 through 8: -0.864, -0.227, 0.543, -0.168, -0.584, 0.064, -0.289, -0.220


No. 12
The following is a quantum chemistry calculation of an isolated molecule of C6H7NS, from the Open Molecules 2025 dataset.

## Properties
**F_max**: 7.7 eV/A
**E_LUMO**: 0.70 eV
**HOMO**: -8.1 eV
**ΔE to the lowest compared entry with this formula, charge and spin**: 3.483 eV
**Gap between HOMO and LUMO**: 8.79 eV
**Calculated total energy**: -685.64187 hartree

Geometry as ORCA input:
```
! wB97M-V def2-TZVPD RIJCOSX def2/J DEFGRID3
* xyz 0 1
C 1.1855 0.4604 -0.5267
C 0.1995 0.0953 0.5759
C -0.3667 -1.3350 0.4029
C -1.7192 -0.7679 0.0502
S -3.3632 -0.6617 -0.1347
C -3.2495 1.0507 -0.0536
N -2.0973 1.5948 0.1888
C -1.1791 0.6868 0.3735
H 0.6562 0.7719 -1.3310
H 2.0081 -0.3003 -0.8224
H 1.8322 1.3761 -0.2897
H 0.7875 0.4430 1.4756
H -0.4003 -2.0223 1.3419
H -0.0214 -2.1045 -0.2733
H -4.1319 1.6497 0.0282
*
```

Results of the Mulliken charge analysis, in e, for atoms 1 through 8: -1.424, 0.709, -0.624, 0.249, -0.201, -0.179, -0.653, -0.260


Copy entry 11 word for word.
The following is a quantum chemistry calculation of an isolated molecule of C6H7NS, from the Open Molecules 2025 dataset.

## Properties
**F_max**: 7.0 eV/A
**E_LUMO**: -0.60 eV
**HOMO**: -8.4 eV
**ΔE to the lowest compared entry with this formula, charge and spin**: 2.877 eV
**Gap between HOMO and LUMO**: 7.84 eV
**Calculated total energy**: -685.66415 hartree

Geometry as ORCA input:
```
! wB97M-V def2-TZVPD RIJCOSX def2/J DEFGRID3
* xyz 0 1
C -3.4585 0.0911 0.3726
C -2.3426 -0.7721 -0.0910
C -1.1424 -0.3366 -0.1108
C -0.7316 1.0566 -0.1318
C 0.5951 1.2415 -0.2450
C 1.2724 -0.0303 0.0364
S 2.9240 -0.1877 0.1754
N 0.2406 -0.9257 -0.2742
H -3.2012 1.2374 0.0308
H -4.3400 -0.0779 -0.3688
H -3.7269 0.2683 1.4050
H -2.5466 -1.8510 -0.5792
H -1.2858 2.0954 -0.2808
H 1.2058 2.1699 -0.1246
H 0.2723 -1.8602 0.0475
*
```

Results of the Mulliken charge analysis, in e, for atoms 1 through 8: -0.864, -0.227, 0.543, -0.168, -0.584, 0.064, -0.289, -0.220


Q: F_max of number 2 (C6H7NO)?
A: 4.2 eV/A


Repeat the tenth record exactly.
The following is a quantum chemistry calculation of a cluster of 2 separate species, C6H7NS in total, from the Open Molecules 2025 dataset.

## Properties
**F_max**: 11.8 eV/A
**E_LUMO**: -1.07 eV
**HOMO**: -8.1 eV
**ΔE to the lowest compared entry with this formula, charge and spin**: 7.612 eV
**Gap between HOMO and LUMO**: 7.08 eV
**Calculated total energy**: -685.49013 hartree

Geometry as ORCA input:
```
! wB97M-V def2-TZVPD RIJCOSX def2/J DEFGRID3
* xyz 0 1
C -1.7797 0.3050 -0.3616
C -0.5596 -0.5978 -0.2204
C -0.8477 -1.8835 0.3533
C 0.7183 -0.0130 -0.3232
C 0.8498 1.4934 -0.1601
C 0.5329 2.7764 0.2573
H -2.6510 -0.5133 -0.6419
H -1.7633 1.1081 -1.1950
H -2.0535 0.8959 0.5033
H -1.8527 -2.2697 0.4225
H -0.0955 -2.5866 0.4720
H 4.0687 -1.4515 0.8905
H 0.4927 3.8052 0.5328
N 1.7481 -0.8637 -0.3666
S 3.1925 -0.2049 -0.1627
*
```

Results of the Mulliken charge analysis, in e, for atoms 1 through 8: -1.230, 0.862, -1.045, 0.625, -0.402, -0.395, 0.302, 0.334